26
Properties=species:S:1:pos:R:3:forces:R:3:nbo_charge:R:1 method="wB97M-V/def2-TZVPD" smiles="CC[C@@H]1O[C@@H](C)C(=[N+]=O)C[C@@H]1O" e_homo_ev=-14.136 relative_energy_ev=2.511 total_charge=+1 lumo_energy_ev=-6.43 orbital_gap_ev=7.7067 total_energy_ev=-16145.1604
C -0.765 0.041 1.964 0.82 -0.21 -0.84 0.167
C 0.724 0.212 1.921 0.66 0.72 0.31 -0.445
C -1.336 -0.687 0.631 -0.89 -0.41 0.37 0.179
C 1.100 0.934 0.619 -0.04 -0.79 -0.62 0.087
C 0.524 0.150 -0.602 0.93 0.74 0.26 0.071
C -0.966 -2.157 0.747 0.05 0.08 -0.21 -0.659
C 0.371 -0.006 -3.113 0.04 0.20 0.08 -0.604
C 0.746 0.878 -1.929 -0.23 -0.49 0.22 -0.422
N -1.578 0.501 2.728 -1.48 0.02 0.48 0.384
O -2.505 0.801 3.355 0.67 0.07 -0.12 -0.069
O -0.877 0.028 -0.417 -0.29 0.08 -0.45 -0.459
O 0.578 2.221 0.725 -0.22 0.35 0.19 -0.715
H 1.033 0.828 2.764 0.07 -0.12 0.00 0.270
H 1.217 -0.759 1.980 -0.16 -0.03 0.02 0.264
H -2.427 -0.571 0.625 0.20 0.00 0.14 0.229
H 2.195 0.940 0.522 -0.14 -0.10 0.12 0.206
H 1.002 -0.837 -0.636 -0.07 0.02 -0.01 0.188
H 0.104 -2.334 0.778 0.07 -0.02 0.01 0.225
H -1.374 -2.663 -0.128 0.01 0.00 -0.03 0.265
H -1.422 -2.594 1.631 -0.05 0.00 0.10 0.244
H 0.983 -0.905 -3.137 0.05 -0.11 -0.03 0.209
H 0.529 0.537 -4.040 -0.03 -0.03 -0.13 0.233
H -0.675 -0.292 -3.056 -0.09 -0.06 -0.06 0.216
H 0.127 1.776 -1.942 0.07 0.10 0.08 0.220
H 1.796 1.166 -2.001 0.04 0.06 0.08 0.219
H 0.898 2.789 0.015 0.00 -0.07 0.01 0.499


24
Properties=species:S:1:pos:R:3:forces:R:3:nbo_charge:R:1 method="wB97M-V/def2-TZVPD" smiles="C=C(/C=C/C)P(C)C.C#N" e_homo_ev=-8.415 relative_energy_ev=1.963 total_charge=0 lumo_energy_ev=0.88 orbital_gap_ev=9.2964 total_energy_ev=-19298.5069
C 1.208 -1.378 0.251 0.59 -2.33 0.21 -0.405
C 0.342 0.605 -0.881 1.15 0.92 -0.17 -0.228
C 1.301 1.536 -0.945 -1.58 -0.94 -0.50 -0.162
C -0.947 -2.026 -3.562 1.28 0.72 -1.77 0.065
C 0.216 -0.590 -0.061 -1.11 0.87 -0.23 -0.284
C 1.336 2.681 -1.889 -3.31 -3.97 -3.39 -0.621
C -1.771 0.697 1.481 3.24 -2.67 -0.16 -0.863
C -1.032 -1.919 1.960 0.91 0.57 0.30 -0.947
N -1.152 -2.436 -2.520 -0.42 -0.36 0.61 -0.305
P -1.541 -0.956 0.459 0.64 1.31 1.08 0.779
H 1.033 -2.376 0.638 -0.31 0.18 0.47 0.195
H 2.237 -1.344 0.011 0.92 0.98 -0.71 0.199
H -0.429 0.703 -1.574 -1.61 0.27 -1.12 0.188
H 2.056 1.363 -0.270 2.11 0.17 1.51 0.187
H -0.531 -1.648 -4.516 -0.82 -0.43 1.10 0.241
H 1.549 3.562 -1.504 1.19 4.08 2.02 0.209
H 0.283 2.762 -2.365 1.41 0.04 0.83 0.199
H 1.941 2.510 -2.786 0.42 -0.09 0.36 0.216
H -1.851 1.554 0.925 -0.45 1.94 -1.67 0.217
H -0.862 0.833 2.120 -0.74 -0.27 -0.32 0.212
H -2.603 0.530 2.062 -1.96 -0.20 1.42 0.210
H 0.077 -1.639 2.108 -2.05 -0.63 0.51 0.242
H -1.165 -2.985 1.874 0.26 -0.43 -0.35 0.228
H -1.675 -1.650 2.802 0.24 0.27 0.01 0.229


26
Properties=species:S:1:pos:R:3:forces:R:3:nbo_charge:R:1 method="wB97M-V/def2-TZVPD" e_homo_ev=-8.810 relative_energy_ev=2.043 total_charge=0 lumo_energy_ev=0.75 orbital_gap_ev=9.5585 total_energy_ev=-22542.2409
C 1.767 1.349 -0.229 -4.34 -1.61 1.55 0.822
C 1.157 -0.860 0.885 0.38 -0.41 -0.44 0.012
C 2.586 -0.760 0.371 -0.24 -0.42 -0.01 0.077
C 0.348 0.303 0.572 2.32 1.95 -2.16 -0.264
C 2.809 -1.717 -0.796 -0.05 0.37 0.27 -0.628
C -2.446 -0.969 0.850 0.47 0.54 -0.21 -1.095
C -1.531 0.446 -1.796 0.03 0.11 0.74 -1.094
C -2.053 2.174 0.789 0.22 -0.63 -0.29 -1.094
O 1.657 2.437 -0.682 0.60 -0.06 -0.12 -0.563
O 2.816 0.583 -0.089 1.07 0.07 -0.06 -0.490
O 0.805 0.064 1.879 0.12 0.20 1.15 -0.489
Si -1.472 0.498 0.107 -0.27 0.04 -0.22 1.572
H 0.744 -1.856 0.985 -0.03 -0.08 0.01 0.198
H 3.318 -0.934 1.170 -0.20 0.09 -0.12 0.204
H 2.085 -1.505 -1.581 -0.04 -0.04 -0.07 0.216
H 2.685 -2.745 -0.465 0.01 -0.12 0.03 0.218
H 3.810 -1.588 -1.198 0.06 -0.03 -0.04 0.230
H -2.242 -1.894 0.316 0.08 -0.09 -0.12 0.234
H -2.184 -1.123 1.893 0.06 0.03 0.17 0.242
H -3.517 -0.797 0.805 -0.20 0.11 -0.05 0.241
H -2.549 0.570 -2.150 -0.25 0.03 -0.04 0.238
H -0.936 1.249 -2.219 0.13 0.19 -0.03 0.248
H -1.157 -0.490 -2.199 0.08 -0.22 0.04 0.234
H -3.044 2.433 0.428 -0.19 -0.02 -0.08 0.237
H -2.084 2.169 1.874 0.02 -0.07 0.20 0.242
H -1.371 2.961 0.482 0.15 0.08 -0.09 0.252


27
Properties=species:S:1:pos:R:3:forces:R:3:nbo_charge:R:1 method="wB97M-V/def2-TZVPD" e_homo_ev=-5.188 relative_energy_ev=0.550 total_charge=-1 lumo_energy_ev=3.49 orbital_gap_ev=8.6751 total_energy_ev=-26002.8641
C -1.329 -1.196 -2.244 0.59 0.61 0.82 -0.181
C -0.384 -0.879 -1.341 -1.65 -0.42 -2.16 -0.206
C 1.408 0.221 -2.715 0.59 2.93 -1.67 0.779
C -2.794 -1.214 -1.920 1.74 -0.86 3.33 -0.644
C 2.075 -1.112 -0.723 -0.29 1.59 0.77 -0.633
C 1.450 1.409 3.118 -0.78 -3.09 1.04 -1.025
C -1.435 1.474 2.445 -0.52 0.48 -1.09 -1.051
C 1.000 -0.680 -1.668 1.31 0.35 0.28 0.162
O 1.293 -0.999 -3.141 0.41 -1.30 -0.48 -0.496
O 1.737 1.263 -3.257 -0.62 -1.61 1.30 -0.586
O 0.246 -0.737 1.957 -0.46 0.03 0.46 -1.198
O 0.525 1.368 0.578 0.20 0.84 -0.84 -1.204
P 0.229 0.765 1.902 -0.48 -0.41 0.67 2.174
H -0.965 -1.228 -3.236 -0.03 -0.46 -1.18 0.196
H -0.576 -0.600 -0.374 -0.71 0.17 2.46 0.257
H -3.273 -0.321 -2.172 -0.44 2.00 0.09 0.209
H -2.749 -1.417 -0.776 -0.87 0.69 -1.77 0.221
H -3.471 -1.896 -2.344 -0.17 -1.74 -0.82 0.202
H 2.079 -2.115 -0.509 -0.93 -2.61 0.88 0.210
H 3.017 -1.038 -1.140 2.01 0.76 -1.54 0.203
H 2.170 -0.533 0.209 -0.88 -0.17 -0.43 0.283
H 2.092 1.999 2.594 2.00 1.74 -1.50 0.223
H 1.009 1.984 3.884 -0.61 0.63 1.01 0.209
H 2.016 0.546 3.579 -0.64 0.88 -0.48 0.222
H -1.368 2.594 2.700 0.00 -1.81 0.40 0.217
H -1.995 1.569 1.457 0.47 -0.59 1.09 0.231
H -2.007 0.770 3.138 0.75 1.36 -0.64 0.222


28
Properties=species:S:1:pos:R:3:forces:R:3:nbo_charge:R:1 method="wB97M-V/def2-TZVPD" smiles="C=CCP1#[PH]OCOC12COCOC2" e_homo_ev=-8.724 relative_energy_ev=2.010 total_charge=0 lumo_energy_ev=0.65 orbital_gap_ev=9.3734 total_energy_ev=-35286.4227
C -3.868 1.282 0.120 -2.32 -2.39 -1.27 -0.385
C -2.639 1.643 0.366 -0.57 -0.68 -2.05 -0.208
C 1.826 0.599 -1.083 -2.71 2.21 -0.33 -0.124
C 2.022 -1.149 0.506 -1.16 -0.21 1.49 -0.162
C 3.196 0.821 0.760 -1.47 -0.26 -0.03 0.198
C -0.651 -2.230 -0.939 3.92 -1.50 2.29 0.269
C 0.978 -0.414 -0.324 -0.73 -1.08 1.31 0.127
C -1.356 1.329 -0.269 0.20 -2.00 0.68 -0.729
O 2.387 1.524 -0.197 0.04 -0.05 1.89 -0.529
O 2.529 -0.247 1.461 1.57 0.87 -2.06 -0.514
O 0.399 -1.326 -1.273 0.05 1.89 -0.58 -0.592
O -1.506 -1.749 -0.041 -2.59 0.68 0.78 -0.802
P -1.218 -1.301 1.557 -0.83 -0.44 -0.62 0.564
P -0.304 0.609 1.111 1.79 -0.26 -1.95 0.430
H -4.781 1.740 0.615 1.43 -0.73 -0.60 0.210
H -4.023 0.397 -0.600 -0.14 1.56 1.02 0.191
H -2.594 2.408 1.012 0.66 2.82 2.57 0.189
H 2.600 0.091 -1.598 0.70 -0.69 -1.03 0.177
H 1.197 1.279 -1.738 0.70 -1.27 0.19 0.205
H 1.701 -1.918 1.168 -1.16 -1.01 0.06 0.205
H 2.729 -1.641 -0.130 1.01 0.15 -0.60 0.176
H 3.996 0.531 0.086 0.91 -0.80 0.83 0.149
H 3.378 1.402 1.627 0.96 1.48 0.00 0.196
H -1.107 -2.537 -1.834 -0.83 0.02 -1.19 0.178
H -0.088 -3.121 -0.504 -0.73 0.42 -0.37 0.115
H -1.259 0.665 -1.131 -0.86 -0.08 0.12 0.237
H -0.918 2.238 -0.557 0.92 1.42 -0.23 0.238
H -2.626 -0.926 1.830 1.24 -0.07 -0.30 -0.009


Copy entry 1 word for word.
26
Properties=species:S:1:pos:R:3:forces:R:3:nbo_charge:R:1 method="wB97M-V/def2-TZVPD" smiles="CC[C@@H]1O[C@@H](C)C(=[N+]=O)C[C@@H]1O" e_homo_ev=-14.136 relative_energy_ev=2.511 total_charge=+1 lumo_energy_ev=-6.43 orbital_gap_ev=7.7067 total_energy_ev=-16145.1604
C -0.765 0.041 1.964 0.82 -0.21 -0.84 0.167
C 0.724 0.212 1.921 0.66 0.72 0.31 -0.445
C -1.336 -0.687 0.631 -0.89 -0.41 0.37 0.179
C 1.100 0.934 0.619 -0.04 -0.79 -0.62 0.087
C 0.524 0.150 -0.602 0.93 0.74 0.26 0.071
C -0.966 -2.157 0.747 0.05 0.08 -0.21 -0.659
C 0.371 -0.006 -3.113 0.04 0.20 0.08 -0.604
C 0.746 0.878 -1.929 -0.23 -0.49 0.22 -0.422
N -1.578 0.501 2.728 -1.48 0.02 0.48 0.384
O -2.505 0.801 3.355 0.67 0.07 -0.12 -0.069
O -0.877 0.028 -0.417 -0.29 0.08 -0.45 -0.459
O 0.578 2.221 0.725 -0.22 0.35 0.19 -0.715
H 1.033 0.828 2.764 0.07 -0.12 0.00 0.270
H 1.217 -0.759 1.980 -0.16 -0.03 0.02 0.264
H -2.427 -0.571 0.625 0.20 0.00 0.14 0.229
H 2.195 0.940 0.522 -0.14 -0.10 0.12 0.206
H 1.002 -0.837 -0.636 -0.07 0.02 -0.01 0.188
H 0.104 -2.334 0.778 0.07 -0.02 0.01 0.225
H -1.374 -2.663 -0.128 0.01 0.00 -0.03 0.265
H -1.422 -2.594 1.631 -0.05 0.00 0.10 0.244
H 0.983 -0.905 -3.137 0.05 -0.11 -0.03 0.209
H 0.529 0.537 -4.040 -0.03 -0.03 -0.13 0.233
H -0.675 -0.292 -3.056 -0.09 -0.06 -0.06 0.216
H 0.127 1.776 -1.942 0.07 0.10 0.08 0.220
H 1.796 1.166 -2.001 0.04 0.06 0.08 0.219
H 0.898 2.789 0.015 0.00 -0.07 0.01 0.499


Please write out number 2 again, unchanged.
24
Properties=species:S:1:pos:R:3:forces:R:3:nbo_charge:R:1 method="wB97M-V/def2-TZVPD" smiles="C=C(/C=C/C)P(C)C.C#N" e_homo_ev=-8.415 relative_energy_ev=1.963 total_charge=0 lumo_energy_ev=0.88 orbital_gap_ev=9.2964 total_energy_ev=-19298.5069
C 1.208 -1.378 0.251 0.59 -2.33 0.21 -0.405
C 0.342 0.605 -0.881 1.15 0.92 -0.17 -0.228
C 1.301 1.536 -0.945 -1.58 -0.94 -0.50 -0.162
C -0.947 -2.026 -3.562 1.28 0.72 -1.77 0.065
C 0.216 -0.590 -0.061 -1.11 0.87 -0.23 -0.284
C 1.336 2.681 -1.889 -3.31 -3.97 -3.39 -0.621
C -1.771 0.697 1.481 3.24 -2.67 -0.16 -0.863
C -1.032 -1.919 1.960 0.91 0.57 0.30 -0.947
N -1.152 -2.436 -2.520 -0.42 -0.36 0.61 -0.305
P -1.541 -0.956 0.459 0.64 1.31 1.08 0.779
H 1.033 -2.376 0.638 -0.31 0.18 0.47 0.195
H 2.237 -1.344 0.011 0.92 0.98 -0.71 0.199
H -0.429 0.703 -1.574 -1.61 0.27 -1.12 0.188
H 2.056 1.363 -0.270 2.11 0.17 1.51 0.187
H -0.531 -1.648 -4.516 -0.82 -0.43 1.10 0.241
H 1.549 3.562 -1.504 1.19 4.08 2.02 0.209
H 0.283 2.762 -2.365 1.41 0.04 0.83 0.199
H 1.941 2.510 -2.786 0.42 -0.09 0.36 0.216
H -1.851 1.554 0.925 -0.45 1.94 -1.67 0.217
H -0.862 0.833 2.120 -0.74 -0.27 -0.32 0.212
H -2.603 0.530 2.062 -1.96 -0.20 1.42 0.210
H 0.077 -1.639 2.108 -2.05 -0.63 0.51 0.242
H -1.165 -2.985 1.874 0.26 -0.43 -0.35 0.228
H -1.675 -1.650 2.802 0.24 0.27 0.01 0.229